--- one ---
The following is a DFT calculation (wB97M-V/def2-TZVPD) of a cluster of 2 separate species, C7H14N2 in total.

```
23
Properties=species:S:1:pos:R:3
C 0.9333 -2.7263 -1.2474
C 1.6087 -1.3094 -1.5026
C 1.6440 -0.4371 -0.3093
C 1.7289 0.9306 -0.4071
N 1.5262 1.3715 0.9161
C 1.2256 0.3345 1.7219
N 1.2584 -0.8517 1.0246
H 0.9174 -2.8655 -0.1866
H 1.5698 -3.4993 -1.7011
H 0.0348 -2.6641 -1.8001
H 2.6493 -1.5463 -1.8104
H 1.3310 -0.6725 -2.3581
H 2.1515 1.6216 -1.0992
H 1.2533 2.4338 1.1267
H 1.0041 0.3597 2.7545
C -3.2360 1.4140 0.9919
C -1.9887 0.9213 0.2354
H -3.1283 2.4382 1.3967
H -4.1440 1.3591 0.4740
H -3.3166 0.8454 1.9127
H -2.0623 -0.1066 -0.0879
H -1.0193 1.1684 0.6711
H -1.9410 1.4806 -0.7158
```

Results
LUMO level, eV: 0.78
2S+1: 1

--- two ---
The following is a DFT calculation (wB97M-V/def2-TZVPD) of the molecule C7H14N2.

```
23
Properties=species:S:1:pos:R:3
C 1.2342 -0.0184 1.5565
C -0.1804 -0.0926 1.0464
C -0.9513 -1.3137 1.4534
C -0.7895 0.9952 0.4124
N -1.3262 2.0571 1.1239
C -0.2854 1.1695 -0.8975
C 0.1416 -0.0168 -1.5041
C 1.4484 -0.0445 -2.2558
N -0.7166 -1.0663 -1.8300
H 1.2499 0.0378 2.6518
H 1.7972 -0.9202 1.2832
H 1.7616 0.8465 1.1482
H -0.8932 -1.4937 2.5343
H -2.0060 -1.2438 1.1734
H -0.5249 -2.2042 0.9744
H -2.0768 2.5463 0.6530
H -1.5325 1.8499 2.0924
H 0.1029 2.1384 -1.2075
H 2.1061 -0.7984 -1.8068
H 1.3018 -0.2880 -3.3114
H 1.9646 0.9164 -2.1945
H -0.2664 -1.9768 -1.8272
H -1.5593 -1.0798 -1.2687
```

Results
LUMO level (spin up / spin down), eV: 0.83 / 0.84
2S+1: 1

Which structure is the least stable? The one labeled two.

--- one ---
The following is a DFT calculation (wB97M-V/def2-TZVPD) of the molecule C7H11NO.

```
20
Properties=species:S:1:pos:R:3
C 2.3673 -1.6481 -0.4665
C 1.5884 -0.6872 0.0065
C 2.0597 0.5882 0.1795
N 2.5518 1.6067 0.2932
O 0.2114 -1.0400 0.2682
C -0.7150 0.0835 0.0836
C -0.4303 0.9341 -1.1554
C -2.1509 -0.6789 0.0626
C -0.6756 1.0061 1.3090
H 2.0923 -2.6969 -0.5415
H 3.4348 -1.5087 -0.6918
H -0.0914 0.1939 -1.9913
H -1.3654 1.4903 -1.2617
H 0.4438 1.5303 -0.9051
H -2.7682 -0.2368 -0.6670
H -2.6144 -0.7506 1.1131
H -2.1220 -1.7743 -0.2184
H -0.0751 0.4743 2.0895
H 0.0326 1.8174 0.9438
H -1.7737 1.2965 1.5498
```

Results
LUMO level, eV: 0.42
2S+1: 1

--- two ---
The following is a DFT calculation (wB97M-V/def2-TZVPD) of a structure of composition C7H11NO.

```
20
Properties=species:S:1:pos:R:3
C -1.2958 1.5659 0.6982
C -0.8805 -0.4324 -1.8344
C 0.0091 0.8142 0.8311
C -0.0066 -1.4715 0.2569
C 0.0867 -0.4974 -0.6792
N 2.3920 0.1975 -0.2040
C 1.0992 0.5684 -0.6026
C -0.0611 -2.2377 1.3039
O 0.6347 0.7655 1.8695
H 2.3768 -0.4039 0.6100
H 2.9883 0.9939 -0.0136
H 1.0394 1.3241 -1.3785
H -1.4734 2.1214 1.6171
H -1.2965 2.2478 -0.1490
H -2.1088 0.8560 0.5477
H -1.7984 -0.9752 -1.6052
H -0.3944 -0.8666 -2.7166
H -1.1500 0.5861 -2.0834
H -0.5536 -1.9333 2.2233
H 0.3928 -3.2229 1.3089
```

Results
LUMO level, eV: 0.85
2S+1: 1

--- three ---
The following is a DFT calculation (wB97M-V/def2-TZVPD) of a structure of composition C7H11NO.

```
20
Properties=species:S:1:pos:R:3
C 0.5517 -0.9620 -0.0075
C -1.1886 0.3054 -0.0026
C -0.3353 -0.4346 1.0849
C -0.3228 -0.4087 -1.0974
C 1.7055 -1.7132 -0.0103
C -1.0623 1.8275 0.0158
O 2.2144 0.7628 0.0266
C -2.5799 -0.1047 -0.0153
N -3.6761 -0.4509 -0.0242
H 2.8422 1.4969 0.0226
H 0.1508 0.2123 1.8124
H -0.8735 -1.2286 1.6088
H 0.1709 0.2546 -1.8042
H -0.8543 -1.1904 -1.6451
H 1.9453 -2.2710 0.8875
H 1.9545 -2.2503 -0.9183
H 2.4390 -0.4401 0.0057
H -0.0063 2.0919 0.0238
H -1.5334 2.2619 -0.8663
H -1.5420 2.2411 0.9032
```

Results
LUMO level, eV: 0.21
2S+1: 1

Which structure is the least stable? The one labeled two.

--- one ---
The following is a DFT calculation (wB97M-V/def2-TZVPD) of the molecule C7H11NO.

```
20
Properties=species:S:1:pos:R:3
C -1.5592 -1.4184 0.3056
C -1.0778 -0.2595 0.7346
C -0.8712 0.0588 2.1839
C -0.6691 0.8216 -0.1937
C -1.4566 1.8430 -0.5108
C 0.7229 0.7792 -0.7561
O 1.3077 1.7775 -1.1283
N 1.2580 -0.4628 -0.8087
C 2.5580 -0.7280 -1.3675
H -1.7175 -1.6141 -0.7427
H -1.8413 -2.2040 0.9880
H 0.1405 0.4208 2.3477
H -1.5544 0.8499 2.4879
H -1.0451 -0.8146 2.8047
H -1.0982 2.6176 -1.1675
H -2.4640 1.9291 -0.1404
H 0.6968 -1.2428 -0.5041
H 2.4743 -1.3201 -2.2821
H 3.1797 -1.2670 -0.6480
H 3.0165 0.2336 -1.6025
```

Results
LUMO level, eV: 0.80
2S+1: 1

--- two ---
The following is a DFT calculation (wB97M-V/def2-TZVPD) of the molecule C7H11NO.

```
20
Properties=species:S:1:pos:R:3
C -0.0029 -0.0128 -2.0537
C -0.1675 -0.5174 -0.6491
C -1.2602 -1.2758 -0.3731
N -1.9825 -2.2640 -0.4907
C 0.4335 0.2163 0.4686
C 1.1975 -0.6531 1.4547
C 1.0857 1.5525 0.1847
C -1.1749 0.4315 0.9862
O -2.0982 1.0476 0.5112
H -0.4495 -0.7098 -2.7601
H 1.0588 0.0738 -2.2851
H -0.4875 0.9642 -2.1510
H -2.9802 -2.1164 -0.3544
H 2.1537 -0.9544 1.0226
H 1.3738 -0.1135 2.3858
H 0.6492 -1.5659 1.6910
H 1.9697 1.4346 -0.4439
H 0.3961 2.2265 -0.3244
H 1.3643 2.0293 1.1243
H -1.0788 0.2068 2.0565
```

Results
LUMO level, eV: 0.20
2S+1: 1

--- three ---
The following is a DFT calculation (wB97M-V/def2-TZVPD) of a cluster of 2 separate species, C7H11NO in total.

```
20
Properties=species:S:1:pos:R:3
C 0.4805 -0.4212 -0.1045
C -0.6577 -1.2636 -0.6028
C -1.9384 -0.5335 -0.0335
C -1.6595 0.8561 0.3877
C -0.5988 1.7257 0.1843
C 0.5170 0.8615 -0.4908
C 1.7808 0.1147 -0.5482
H 0.0168 -0.5008 2.0309
H 1.6669 -0.3363 1.5095
H -0.7184 -0.9732 -1.7571
H -0.7853 -2.3774 -0.4297
H -2.7397 -0.6863 -0.8398
H -2.2185 -1.0339 0.8970
H -2.4097 1.0416 1.0886
H -0.6060 2.7319 0.7006
H 0.2744 1.0533 -1.6485
H 2.0596 -0.0110 -1.6447
H 3.9822 0.5241 -0.3680
N 0.7664 -0.8343 1.3597
O 2.7874 0.0627 0.3093
```

Results
LUMO level, eV: -0.81
2S+1: 1

Which structure is the least stable? The one labeled three.